No. 1
# C3H5NO2

C3H5NO2 as an isolated structure (ωB97M-V with the def2-TZVPD basis set, OMol25).

Positions of all 11 atoms, in Å:
O1 -1.63537 -1.19938 -0.31982
C1 -0.32614 -0.76453 -0.23276
C2 0.52170 0.48558 -0.88400
N1 1.16509 0.56467 0.46004
C3 -0.00146 0.02827 0.98911
O2 -0.73098 0.35097 1.89792
H1 -2.05763 -0.97217 0.52859
H2 0.36045 -1.58079 -0.45745
H3 1.18252 0.18013 -1.69951
H4 0.04837 1.45022 -1.11288
H5 1.47346 1.45705 0.83075

Atomic partial charges in e from the natural (NBO) method, atoms 1 to 8: number 1, O, carries -0.686; number 2, C, carries 0.017; number 3, C, carries -0.238; number 4, N, carries -0.629; number 5, C, carries 0.644; number 6, O, carries -0.585; number 7, H, carries 0.495; number 8, H, carries 0.194

No. 2
# C43H50ClCuF3O4P3

C43H50ClCuF3O4P3 as an isolated structure in a non-equilibrium geometry (ωB97M-V with the def2-TZVPD basis set, OMol25).

Positions of all 105 atoms, in Å:
Cu1 0.20270 0.67469 0.74334
C1 3.09480 -1.95823 1.40319
C2 4.03090 -0.80242 1.15338
P1 3.10170 0.84593 1.07434
C3 3.98778 1.77553 2.37457
C4 4.08404 1.20286 3.66719
C5 4.64916 1.90618 4.74489
C6 5.18706 3.19094 4.52948
C7 5.02737 3.78097 3.26559
C8 4.49128 3.07250 2.17115
C9 3.80295 1.41986 -0.49380
C10 2.95070 1.51055 -1.62673
C11 3.51204 1.80665 -2.86568
C12 4.86880 2.17768 -2.96630
C13 5.70373 2.08721 -1.83331
C14 5.18034 1.68308 -0.58552
C15 1.94052 -2.17356 0.44818
P2 0.13142 -1.74260 0.80857
C16 -0.33966 -2.50591 -0.81102
C17 -0.55067 -1.63917 -1.91186
C18 -0.67210 -2.15182 -3.20875
C19 -0.57294 -3.53708 -3.45110
C20 -0.41140 -4.38679 -2.36661
C21 -0.26913 -3.87874 -1.06003
C22 0.17214 -2.60517 2.41294
C23 0.47155 -1.82723 3.55449
C24 0.58788 -2.48798 4.79346
C25 0.36308 -3.88122 4.88734
C26 0.12195 -4.62395 3.72996
C27 0.03763 -3.98243 2.48833
H1 2.77836 -1.93866 2.44553
H2 3.73423 -2.87945 1.36397
H3 4.55662 -0.96746 0.20385
H4 4.80673 -0.74022 1.94105
H5 3.72575 0.19059 3.80009
H6 4.69585 1.43261 5.71484
H7 5.77816 3.66987 5.31485
H8 5.31640 4.81891 3.11041
H9 4.47790 3.52337 1.19889
H10 1.88058 1.37033 -1.53054
H11 2.83562 1.80667 -3.72072
H12 5.23674 2.53074 -3.94877
H13 6.78465 2.31559 -1.92158
H14 5.82167 1.62520 0.29615
H15 1.87486 -3.24765 0.20287
H16 2.14339 -1.68061 -0.53420
H17 -0.63604 -0.56821 -1.79922
H18 -0.83508 -1.44822 -4.03792
H19 -0.70310 -3.92682 -4.46133
H20 -0.37975 -5.47712 -2.49136
H21 -0.05249 -4.58892 -0.26723
H22 0.65258 -0.75065 3.48760
H23 0.87686 -1.89875 5.65199
H24 0.40285 -4.39049 5.84060
H25 -0.00543 -5.71261 3.73856
H26 -0.18674 -4.55834 1.60049
Cl1 -3.12854 -1.47003 4.04541
C28 -3.30723 -2.71382 2.86420
C29 -4.10514 -3.81776 3.14979
C30 -4.43305 -4.72748 2.13556
C31 -3.92784 -4.54925 0.85492
C32 -3.08570 -3.47400 0.52900
C33 -2.74875 -2.53500 1.53665
C34 -1.89653 -1.38191 1.22470
H27 -4.44963 -3.97045 4.17186
H28 -5.09858 -5.56990 2.36907
H29 -4.15030 -5.29790 0.08598
H30 -2.69770 -3.39715 -0.46908
H31 -1.86663 -0.61758 2.01250
H32 -2.17030 -0.83207 0.30678
F1 1.33900 3.37056 1.06314
C35 0.49319 2.50530 1.75170
F2 -0.73190 3.13428 1.78238
F3 0.94236 2.40971 3.01692
C36 0.24022 3.53705 -4.14399
C37 -0.92816 3.78893 -3.20487
C38 -2.25799 4.08239 -3.90355
C39 -0.59138 4.82574 -2.15300
O1 -1.08256 2.51404 -2.54145
P3 -2.12285 2.04153 -1.40447
O2 -2.89912 3.14934 -0.77084
O3 -1.29190 1.16461 -0.44158
O4 -3.05024 1.02487 -2.29569
C40 -4.42963 0.67431 -2.07681
C41 -4.53194 -0.72584 -2.68558
C42 -4.82435 0.73670 -0.60529
C43 -5.23939 1.69261 -2.89741
H33 0.48333 4.34040 -4.83782
H34 0.06933 2.63480 -4.74916
H35 1.11627 3.34405 -3.52863
H36 -2.29226 5.04521 -4.47009
H37 -3.08425 4.06590 -3.15180
H38 -2.49611 3.30623 -4.64418
H39 -0.35598 5.81683 -2.59168
H40 0.27756 4.51584 -1.54453
H41 -1.47483 5.00038 -1.49983
H42 -3.86957 -1.40847 -2.13227
H43 -4.14839 -0.75139 -3.72977
H44 -5.56122 -1.14690 -2.68066
H45 -4.20767 0.03590 0.01280
H46 -5.88018 0.46712 -0.45926
H47 -4.64108 1.77505 -0.24908
H48 -4.86800 1.75812 -3.94101
H49 -5.17096 2.70520 -2.44520
H50 -6.33020 1.46388 -2.93337

Output
net charge: -2

Atomic partial charges in e from the Mulliken method, atoms 1 to 8: number 1, Cu, carries 1.006; number 2, C, carries -0.208; number 3, C, carries -1.381; number 4, P, carries 1.166; number 5, C, carries 0.140; number 6, C, carries -0.617; number 7, C, carries -0.574; number 8, C, carries -0.542

| no. | electronic energy (Eh) | Kohn-Sham gap (eV) |
| --- | --- | --- |
| 1 | -322.50673 | 11.26 |
| 2 | -5393.94168 | 4.80 |